A structure of composition C4H8NO at a distorted geometry. Source: OMol25; level of theory: the ωB97M-V functional and the def2-TZVPD basis.

```
14
Properties=species:S:1:pos:R:3:forces:R:3
C -0.8625 -0.0496 0.0565 -0.4 1.8 -1.6
C -1.9804 -0.6970 -0.0919 -1.1 -1.0 0.6
C 0.4712 0.3048 -0.3147 2.9 -2.8 -0.6
C 1.4582 -0.8737 -0.2729 -0.1 0.8 -0.3
N -0.2116 0.8175 1.0186 -0.5 4.7 1.0
O 1.0565 1.2832 -1.0653 -2.2 0.5 0.5
H -2.6573 -0.6369 0.7440 -0.3 0.1 0.2
H -2.3248 -1.4169 -0.8597 0.9 0.9 0.2
H 1.4619 -1.3678 0.6708 0.1 -0.1 0.9
H 2.4232 -0.4399 -0.5151 0.2 -0.3 0.1
H 1.2131 -1.6753 -0.9765 -0.2 0.5 -0.3
H -0.2372 2.1165 0.7002 -0.4 -5.0 2.0
H -0.2170 0.6228 2.0846 0.5 0.3 -2.2
H 0.4066 2.0124 -1.1785 0.6 -0.3 -0.6
```
Forces are in eV/Å.

DFT total energy = -7804.4515 eV
LUMO = -4.843 eV
Orbital gap = 10.6574 eV
Net charge = +1

=====

A structure of composition C26H32IrN10O5PSe at a distorted geometry. Source: OMol25; level of theory: the ωB97M-V functional and the def2-TZVPD basis.

```
76
Properties=species:S:1:pos:R:3:forces:R:3
Ir 0.0867 -0.0046 0.1508 -2.3 -1.1 3.9
O -0.2488 -0.2082 6.2753 1.3 -0.7 0.6
C -1.2943 0.3704 5.7971 -1.3 0.9 -0.6
O -2.1442 0.9295 6.4455 0.4 -0.3 0.0
C -1.4987 0.3825 4.2978 0.3 -0.1 -0.5
C -2.6548 0.8632 3.6956 0.6 -0.3 0.4
N -2.4904 0.7542 2.3725 -0.4 0.1 -0.4
N -1.2935 0.2448 2.0682 0.7 -0.6 -1.9
C -0.6728 0.0046 3.2205 0.1 -0.1 0.5
C 0.7117 -0.6199 3.1940 -2.2 1.1 2.4
O 1.2070 -0.9724 4.2514 0.5 -0.3 -0.9
O 1.2060 -0.7191 2.0439 0.8 0.5 -3.9
H 0.4025 -0.6108 5.6249 -0.8 0.5 0.2
H -3.5390 1.2464 4.1663 -0.2 0.1 0.0
H -3.1582 0.9749 1.6468 0.2 0.2 0.1
Se -5.9932 -4.5422 -1.9391 0.5 0.3 0.1
N -4.6442 -4.7608 -0.8394 0.9 -0.7 1.0
C -3.7733 -3.7905 -0.9931 -0.5 -1.3 0.7
C -2.5436 -3.6561 -0.2630 0.7 0.4 0.2
C -2.0188 -4.6538 0.5709 0.0 0.1 0.0
C -0.8110 -4.4238 1.1968 -0.1 0.1 -0.2
C -0.1733 -3.1943 1.0152 0.3 -0.7 0.6
N -0.6737 -2.2419 0.2498 0.5 2.0 -0.6
C -1.8151 -2.4575 -0.4229 0.0 -0.7 0.5
C -2.2144 -1.4627 -1.3981 -0.4 0.5 -0.6
N -1.4449 -0.3680 -1.5182 1.2 0.2 1.1
C -1.6520 0.4636 -2.5278 -0.2 0.6 -0.7
C -2.6636 0.2783 -3.4668 0.0 -0.2 0.1
C -3.5239 -0.7918 -3.3193 0.0 0.1 0.1
C -3.3147 -1.6795 -2.2571 0.7 0.5 0.1
C -4.1497 -2.8169 -1.9933 -1.2 0.3 -1.0
N -5.2956 -3.0638 -2.5829 0.2 1.2 -0.9
H -2.5522 -5.5873 0.6870 0.0 -0.1 0.1
H -0.3558 -5.1801 1.8168 0.1 0.0 0.1
H 0.7720 -2.9890 1.4953 0.1 0.1 0.1
H -0.9782 1.3039 -2.6012 0.0 0.1 0.1
H -2.7663 0.9593 -4.2975 0.0 0.1 0.0
H -4.3326 -0.9661 -4.0156 -0.1 0.0 0.0
C -2.8594 5.0931 1.3365 -0.3 0.2 0.4
N -2.4010 4.0136 0.4967 1.9 -0.6 -0.3
C -3.3890 3.5360 -0.4462 -0.2 0.0 0.0
P -0.7825 3.8134 -0.0163 -0.8 3.8 0.6
O -0.5651 2.3692 -0.2507 0.8 -3.2 -0.5
N 0.2731 4.4384 1.1135 -1.1 -1.0 -1.0
C 0.3569 3.7512 2.3819 0.1 0.0 0.4
C 0.8546 5.7616 1.0815 0.1 0.5 0.0
N -0.6115 4.7657 -1.3886 0.0 -1.6 1.2
C -0.0991 4.2355 -2.6241 0.4 0.1 -0.3
C -1.1815 6.0896 -1.4547 -0.3 0.4 -0.2
H -3.6294 4.7168 2.0152 0.0 0.1 0.1
H -3.3157 5.9022 0.7573 0.1 0.0 0.0
H -2.0420 5.4878 1.9329 0.0 0.1 0.0
H -4.2418 3.1262 0.0986 -0.1 -0.1 0.0
H -2.9470 2.7598 -1.0710 -0.1 0.0 -0.1
H -3.7712 4.3419 -1.0801 0.0 0.0 -0.1
H -0.0282 2.7371 2.2717 0.0 0.0 0.2
H -0.1971 4.2763 3.1654 -0.1 -0.1 0.0
H 1.3999 3.6983 2.6996 0.0 -0.1 0.0
H 0.9550 6.1114 0.0589 0.0 0.0 0.0
H 1.8493 5.7246 1.5318 0.0 0.0 -0.1
H 0.2676 6.4903 1.6485 0.0 0.0 0.0
H 0.3361 3.2538 -2.4435 0.1 0.0 -0.1
H 0.6808 4.9010 -3.0070 0.0 -0.2 -0.1
H -0.8749 4.1743 -3.3957 0.0 -0.1 0.0
H -1.4424 6.4485 -0.4616 0.0 0.1 -0.1
H -2.0692 6.1203 -2.0964 0.0 0.0 0.1
H -0.4539 6.7775 -1.8929 0.0 0.0 0.1
C 4.5490 2.6490 1.1547 -0.1 0.1 0.1
C 4.4670 1.2111 0.6196 1.3 0.3 0.4
C 3.1588 0.8758 0.1968 -1.8 -0.3 -0.8
N 2.0833 0.6687 -0.1638 0.0 -0.8 -0.5
H 5.5883 2.8983 1.3510 0.0 -0.1 0.0
H 3.9991 2.7429 2.0875 -0.1 0.0 0.0
H 4.1559 3.3597 0.4315 0.0 0.0 0.0
H 4.7588 0.5019 1.4020 0.0 0.0 -0.1
H 5.1541 1.0808 -0.2230 -0.1 -0.1 0.0
```
Forces are in eV/Å.

DFT total energy = -130066.2251 eV
LUMO (alpha / beta) = -10.808 / -13.425 eV
<S²> = 0.96
Orbital gap (alpha / beta) = 4.9305 / 2.3108 eV
2S+1 = 2
Net charge = +3

=====

An isolated molecule of C4H8N2O2 at a distorted geometry. Source: OMol25; level of theory: the ωB97M-V functional and the def2-TZVPD basis.

```
16
Properties=species:S:1:pos:R:3:forces:R:3
C -1.9573 1.0806 -1.2789 0.2 0.0 -0.1
C 1.2315 -0.9187 0.0253 3.0 0.3 -3.9
C -0.3498 0.3690 0.5718 -2.6 4.9 -1.0
N 1.9228 -1.1461 1.1902 0.2 -0.4 0.7
C -1.4514 1.0061 0.1224 -0.1 -0.2 0.9
O 1.6383 -1.8101 -0.9106 0.3 -0.5 0.0
O -0.0889 0.4627 1.9177 0.8 -1.1 -0.1
N 0.6035 0.1153 -0.4263 -0.2 -3.0 2.4
H 1.2968 -1.4979 -1.7645 -0.2 -0.1 0.3
H 0.4063 -0.3529 2.1203 -0.2 0.5 0.6
H 2.5414 -1.9434 1.0666 -0.3 0.0 0.2
H 2.4833 -0.3373 1.4454 -0.5 0.0 0.2
H -1.9779 1.6392 0.8333 -0.3 -0.6 0.2
H -3.0472 0.9741 -1.2787 0.1 0.0 -0.1
H -1.7188 2.0552 -1.7146 -0.1 0.0 -0.2
H -1.5326 0.3044 -1.9195 0.0 0.1 0.1
```
Forces are in eV/Å.

DFT total energy = -11351.0800 eV
LUMO = 0.308 eV
SMILES = C/C=C(O)\N=C(/N)O
Orbital gap = 7.8140 eV

=====

An isolated molecule of CH3ClN2S at a distorted geometry. Source: OMol25; level of theory: the ωB97M-V functional and the def2-TZVPD basis.

```
8
Properties=species:S:1:pos:R:3:forces:R:3
C -0.9575 0.1527 0.0285 -2.9 -3.6 -0.1
N 1.4455 0.0999 -0.0364 -1.3 -0.3 -1.2
N 0.1503 -0.5427 0.0993 -0.1 3.1 -0.8
S -2.6471 -1.3033 -0.1911 3.0 3.0 0.4
Cl -0.8995 1.8273 0.0928 -0.3 0.1 0.0
H 1.3160 0.8984 -0.7750 0.5 -1.7 2.4
H 1.6538 0.3511 0.9325 0.3 0.7 -0.8
H -0.0614 -1.4834 -0.1505 0.7 -1.3 -0.1
```
Forces are in eV/Å.

DFT total energy = -27419.6898 eV
LUMO = -0.207 eV
SMILES = NNC(=S)Cl
Orbital gap = 7.9882 eV

=====

The ion C3H4N3 with charge +1 at a distorted geometry. Source: OMol25; level of theory: the ωB97M-V functional and the def2-TZVPD basis.

```
10
Properties=species:S:1:pos:R:3:forces:R:3
C -1.1061 0.0533 0.3178 2.4 0.8 0.5
C -2.3881 0.0032 0.0020 -3.5 -1.5 0.4
C 2.3055 -0.1110 0.3592 -4.5 -0.3 -3.1
N 1.0665 -0.1308 -0.2424 5.1 0.1 3.3
N -0.0882 -0.3596 -0.4367 -0.3 -0.9 -1.5
N -3.5526 -0.2357 0.0813 3.1 0.0 -0.1
H -0.7943 0.5001 1.2272 -0.4 0.7 1.0
H 2.6352 -0.9211 1.0359 -0.5 0.5 -0.5
H 2.9678 0.5876 -0.1586 -0.1 -0.1 0.6
H -4.3773 0.2490 -0.1218 -1.5 0.8 -0.5
```
Forces are in eV/Å.

DFT total energy = -7634.5127 eV
LUMO = -5.649 eV
SMILES = C=N/N=C/C#[NH+]
Orbital gap = 8.9914 eV
Net charge = +1

=====

An isolated molecule of C5H8OS2 at a distorted geometry. Source: OMol25; level of theory: the ωB97M-V functional and the def2-TZVPD basis.

```
16
Properties=species:S:1:pos:R:3:forces:R:3
C 2.2647 0.5591 -0.1636 -1.3 -1.7 -2.8
C 1.0513 1.3296 0.3678 0.4 -2.4 -3.6
C -0.4841 -1.2623 -0.6186 0.8 1.6 0.6
C -0.4855 -2.1954 0.6077 -1.6 -0.5 1.2
C -1.8485 -1.9756 -0.1179 5.7 0.4 -0.9
H 3.1382 1.1168 -0.0739 1.7 0.5 1.5
H 2.1848 -0.4832 0.3064 0.8 1.3 -1.0
H 2.3976 0.5250 -1.4790 -1.4 -0.4 3.8
H 0.1514 -1.5027 -1.5738 -1.8 -0.1 2.0
H -0.2221 -3.2539 0.3428 0.3 1.2 0.5
H -0.3966 -1.9633 1.7881 0.0 -0.1 -3.2
H -2.5944 -1.3739 0.2758 -1.4 1.0 0.7
H -2.4427 -2.6193 -1.7502 -0.4 0.0 -0.9
O -2.1174 -3.0157 -0.9529 -1.0 -1.1 0.1
S 1.1905 2.7458 1.0248 -0.4 1.5 1.1
S -0.4571 0.6885 -0.4414 -0.5 -1.2 1.1
```
Forces are in eV/Å.

DFT total energy = -29028.5390 eV
LUMO = -0.291 eV
SMILES = CC(=S)S[C@H]1C[C@@H]1O
Orbital gap = 8.3636 eV

=====

An isolated molecule of C11H17NO3S2 at a distorted geometry. Source: OMol25; level of theory: the ωB97M-V functional and the def2-TZVPD basis.

```
34
Properties=species:S:1:pos:R:3:forces:R:3
C 0.3389 -2.7106 0.1988 2.3 -1.7 -8.6
H 0.1989 -3.7032 -0.2783 -1.3 0.4 0.9
H -0.0181 -2.4773 1.0583 -2.5 0.8 5.6
H 0.0117 -1.9791 -0.6100 0.2 -0.7 1.2
S 2.1190 -2.8404 0.1446 0.5 3.1 2.2
C 2.2271 -1.1534 1.1914 5.1 -1.4 -1.3
C 1.9621 -0.0014 0.3756 1.5 2.7 -6.9
N 1.7027 1.2991 0.9034 1.0 1.4 3.1
S 0.6762 2.4716 0.2640 0.8 -0.4 4.0
O 0.5687 3.3760 1.3751 -0.9 0.0 0.2
O 1.1762 3.1044 -0.8934 0.3 -0.1 -2.7
C -0.8372 1.5642 -0.0044 2.6 -2.1 2.1
C -1.3876 0.8171 1.0934 6.6 9.0 3.6
C -2.4792 0.2544 1.0653 -8.5 -7.3 -0.4
C -2.9216 -0.2171 -0.3784 -8.5 -4.7 16.4
C -2.2863 0.2592 -1.2257 8.3 4.2 -17.1
C -1.0888 0.9636 -1.1296 0.1 3.2 -2.3
H -0.6059 1.4589 -1.9409 0.2 -0.6 -1.4
H -2.4241 0.1209 -2.4109 -0.6 -0.4 2.6
C -4.1259 -1.0469 -0.3261 -1.7 1.3 -7.9
H -4.0025 -1.7489 -1.3943 -0.9 1.6 3.3
H -5.1044 -0.3951 -0.4675 1.9 -1.2 0.1
H -4.2804 -1.5891 0.4946 -0.1 -2.4 3.2
H -3.1010 -0.1561 2.0613 1.8 1.2 -2.9
H -1.0740 1.4670 1.9437 -0.1 -1.7 0.7
H 2.5880 1.7026 1.5134 -3.4 -0.8 -2.1
H 1.1699 -0.2445 -0.4007 0.7 0.4 0.9
C 3.2707 0.5093 -0.7831 -4.8 -13.3 2.6
O 2.7855 0.9335 -1.8342 -2.4 2.1 -7.1
H 2.4226 1.7578 -1.6712 -1.5 3.2 -0.2
H 3.6579 -0.5145 -1.0858 0.2 0.6 0.7
H 3.9843 0.8941 -0.3509 6.9 5.1 4.9
H 3.3272 -1.0146 1.5581 -1.9 -0.8 -0.1
H 1.5496 -1.1616 1.9447 -1.8 -0.8 2.7
```
Forces are in eV/Å.

DFT total energy = -40975.0932 eV
LUMO = -0.041 eV
SMILES = CSC[C@H](CO)NS(=O)(=O)c1ccc(C)cc1
Orbital gap = 8.2083 eV

=====

A cluster of 3 separate species, C52H47BI2N2O10 in total at a distorted geometry. Source: OMol25; level of theory: the ωB97M-V functional and the def2-TZVPD basis.

```
114
Properties=species:S:1:pos:R:3:forces:R:3
C 3.9980 -1.2977 -0.9225 -0.5 0.4 0.6
C 3.2278 -1.1241 0.3787 0.7 -1.4 -0.7
O 3.1080 -2.0911 1.0993 -0.4 1.2 -0.1
N 2.6250 0.1763 0.6824 -1.0 -1.7 0.7
C 2.4792 0.2641 2.1415 0.9 0.7 1.0
C 1.1314 0.4068 2.8253 -0.1 -0.1 -0.4
O 3.4829 0.2705 2.8172 -0.7 -0.1 -0.9
C 1.3842 0.3738 -0.0046 0.6 0.2 -0.2
C 0.8560 1.5864 -0.0864 -0.4 1.4 0.0
I 1.7693 3.3312 0.6803 -0.2 -0.5 -0.4
C -0.4850 1.8148 -0.7515 -0.1 -0.4 -0.2
O -0.7086 2.8039 -1.4093 0.3 -0.2 0.4
C -1.4656 0.6769 -0.5423 1.1 0.9 -0.1
C -2.8058 0.8878 -0.3866 -0.8 0.4 -0.7
C -3.3892 2.2743 -0.4056 0.0 0.7 1.3
C -3.5307 2.7552 1.0785 -0.8 -0.4 -0.3
C -4.7940 3.6046 1.3231 1.0 0.9 0.3
O -4.5128 4.6188 2.2971 -0.3 -0.1 0.3
C -3.6053 -0.2452 -0.1690 -0.9 0.8 -0.2
C -5.1007 -0.0715 0.0456 0.1 0.3 1.0
C -5.4351 -0.1507 1.5731 0.2 -0.7 -0.8
C -6.7998 -0.7620 1.8603 0.4 0.9 0.4
I -8.3170 0.5450 1.0352 0.0 -0.4 0.2
C -3.0611 -1.5094 -0.1217 -0.8 -0.6 0.3
B -4.0397 -2.7494 0.1007 0.1 -0.1 -0.2
N -4.6094 -3.1218 1.3800 1.2 -0.6 -0.3
O -4.3238 -3.5174 -1.0079 0.2 0.1 0.3
C -1.6884 -1.7140 -0.2794 -0.4 -0.9 -0.2
C -1.1569 -3.1231 -0.1828 -0.1 -0.5 0.6
C -1.1487 -3.7201 1.2568 1.4 -0.3 -0.6
C -0.4667 -2.8026 2.2826 -0.7 -0.1 0.6
C -0.2991 -5.0241 1.1721 -0.5 0.8 0.8
C -0.9230 -0.5969 -0.4872 1.7 0.0 0.0
C 0.5768 -0.7184 -0.6733 -0.8 -0.3 -0.3
O 1.0500 -1.5971 -1.3582 0.4 0.4 0.5
H 4.8395 -1.9535 -0.7051 0.2 0.3 0.0
H 3.3280 -1.8619 -1.5720 0.1 0.3 -0.2
H 4.2829 -0.3394 -1.3524 0.1 -0.2 -0.1
H 0.2876 0.0022 2.2708 0.1 0.0 -0.1
H 0.9224 1.4620 3.0136 0.1 0.0 0.0
H 1.2128 -0.1087 3.7805 0.1 0.1 0.0
H -2.7531 3.0086 -0.8882 -0.1 -0.3 -0.3
H -4.3683 2.3411 -0.8756 0.1 -0.2 -0.2
H -3.5823 1.8796 1.7301 0.2 0.1 0.1
H -2.6606 3.3266 1.4119 0.0 0.0 -0.2
H -5.6070 3.0281 1.7642 -0.1 0.0 -0.3
H -5.1250 4.1113 0.4089 -0.1 -0.4 -0.1
H -3.7986 5.1742 1.9740 0.0 0.0 -0.1
H -5.4429 0.9110 -0.2689 0.0 -0.2 -0.3
H -5.6888 -0.8060 -0.5126 0.2 -0.1 0.1
H -4.6854 -0.8018 2.0272 -0.1 0.1 0.2
H -5.3066 0.8313 2.0242 -0.3 0.0 0.1
H -6.9001 -1.7719 1.4774 -0.1 0.1 -0.2
H -6.9452 -0.7694 2.9401 -0.3 0.0 -0.1
H -4.6802 -4.1360 1.4292 -0.5 0.1 0.1
H -3.9973 -2.8748 2.1509 -0.3 0.3 0.1
H -4.6883 -4.3703 -0.7500 -0.3 0.0 -0.3
H -1.7776 -3.8102 -0.7668 0.0 0.3 -0.2
H -0.1427 -3.2443 -0.5558 -0.1 0.3 -0.1
H -2.1449 -3.9887 1.6085 -0.1 0.2 -0.2
H -0.5922 -1.7435 2.0623 -0.1 -0.1 -0.1
H 0.5978 -3.0031 2.4212 0.0 0.0 -0.3
H -0.9467 -2.9694 3.2547 0.2 0.1 0.0
H 0.7461 -4.7107 1.1984 0.0 -0.3 -0.3
H -0.5168 -5.6094 0.2793 0.0 -0.1 0.1
H -0.4807 -5.5806 2.0959 0.1 -0.3 -0.3
C -0.4311 5.8188 -6.3999 0.0 0.0 0.1
C -0.5593 5.4879 -5.0544 0.0 0.0 -0.1
C -1.7325 4.9205 -4.5872 0.1 0.0 0.1
C -2.7881 4.6915 -5.4618 0.0 0.1 -0.1
C -2.6674 5.0443 -6.8077 -0.1 -0.1 0.1
C -1.4821 5.5983 -7.2743 0.2 0.1 0.0
C -3.8035 4.8491 -7.7500 0.1 0.1 -0.3
O -3.6990 5.1510 -8.9207 0.0 0.0 0.0
C -5.0745 4.2817 -7.2206 0.0 0.0 0.1
C -6.1649 4.1430 -8.0702 -0.2 0.0 -0.1
C -7.3487 3.6049 -7.5944 0.0 0.0 0.1
C -7.4464 3.1942 -6.2686 0.0 0.0 -0.1
C -6.3646 3.3350 -5.4161 -0.2 -0.1 0.0
C -5.1790 3.8869 -5.8853 0.0 0.0 -0.1
C -4.0356 4.0643 -4.9493 0.0 -0.1 0.3
O -4.1176 3.7107 -3.7911 -0.1 0.0 0.1
H 0.4903 6.2542 -6.7646 0.0 0.0 0.0
H 0.2593 5.6715 -4.3706 0.0 0.0 0.0
H -1.8297 4.6576 -3.5422 -0.1 -0.1 0.0
H -1.3842 5.8598 -8.3191 -0.1 0.0 0.0
H -6.0883 4.4591 -9.1016 0.1 0.0 0.0
H -8.1984 3.5022 -8.2567 0.0 0.0 0.0
H -8.3704 2.7675 -5.9005 0.0 0.0 0.0
H -6.4415 3.0202 -4.3843 0.1 0.0 0.0
C 5.3927 -3.6118 2.5610 0.1 0.0 0.1
C 5.1452 -2.3511 3.0964 0.3 -0.2 0.2
C 6.1394 -1.6893 3.7979 -0.1 0.0 0.0
C 7.3810 -2.2881 3.9777 0.0 -0.1 0.0
C 7.6207 -3.5640 3.4594 0.0 0.1 0.1
C 6.6257 -4.2171 2.7422 -0.2 0.0 -0.1
C 8.9252 -4.2429 3.6805 0.0 -0.3 -0.1
O 9.1374 -5.3495 3.2275 0.0 0.0 0.0
C 9.9659 -3.5374 4.4789 0.0 0.1 0.1
C 11.1708 -4.1765 4.7446 0.2 0.0 0.1
C 12.1521 -3.5275 5.4746 0.0 0.1 0.0
C 11.9379 -2.2323 5.9356 0.0 -0.1 0.0
C 10.7371 -1.5929 5.6781 0.2 0.0 0.1
C 9.7441 -2.2451 4.9577 0.0 -0.1 -0.1
C 8.4445 -1.5571 4.7181 -0.1 0.3 0.1
O 8.2585 -0.4281 5.1235 0.0 0.0 0.0
H 4.6170 -4.1222 2.0053 0.0 0.0 0.0
H 4.1874 -1.8887 2.9677 -0.1 0.1 0.1
H 5.9478 -0.7072 4.2085 0.1 0.0 0.0
H 6.8155 -5.1991 2.3301 0.1 0.0 0.1
H 11.3386 -5.1820 4.3835 -0.1 0.0 -0.1
H 13.0880 -4.0291 5.6846 0.0 0.0 0.0
H 12.7088 -1.7239 6.5002 0.0 0.0 0.0
H 10.5679 -0.5878 6.0400 -0.1 0.0 0.0
```
Forces are in eV/Å.

DFT total energy = -95022.5207 eV
LUMO = -1.234 eV
SMILES = CC(=O)N(C(C)=O)C1=C(I)C(=O)c2c(CCCO)c(CCCI)c(B(N)O)c(CC(C)C)c2C1=O.O=C1c2ccccc2C(=O)c2ccccc21.O=C1c2ccccc2C(=O)c2ccccc21
Orbital gap = 8.1325 eV